DFT (ωB97M-V/def2-TZVPD) results for a structure of composition C40H41F6N2SSb2W.

Last column: Löwdin charge in e.
Atoms and positions in Å:
W  13.39673  -13.99384  -11.72870  1.67
Sb  8.96140  -16.38063  -10.51994  1.67
Sb  15.86015  -9.91004  -11.00549  1.54
S  15.56061  -12.38172  -11.15944  0.51
F  12.17206  -15.33312  -10.95338  -0.36
F  7.35734  -16.73020  -9.75867  -0.25
F  9.37502  -15.17898  -9.06910  -0.34
F  8.69096  -17.40769  -12.04989  -0.30
F  9.03037  -14.80022  -11.62486  -0.34
F  10.61876  -17.26495  -10.28295  -0.32
N  13.91067  -14.05274  -9.66322  -0.15
N  11.87836  -12.80535  -10.87602  -0.07
C  18.55983  -10.80243  -7.66077  -0.05
C  11.82545  -12.90894  -9.48228  -0.18
C  17.38341  -9.81950  -9.50639  -0.34
C  16.72286  -9.62231  -12.88552  -0.40
C  13.28573  -12.27804  -14.74676  -0.01
C  9.64908  -11.88465  -10.88826  0.01
C  14.89986  -13.87622  -13.61249  -0.35
C  16.63855  -15.45450  -12.77260  0.01
C  10.79554  -12.31980  -11.54648  -0.07
C  14.47119  -17.29534  -11.99979  0.01
C  14.15915  -14.36403  -6.84310  0.02
C  11.82461  -16.88352  -13.30206  -0.01
C  12.80564  -15.79741  -13.40857  -0.20
C  18.83352  -9.55840  -13.97382  -0.05
C  13.54316  -13.57826  -14.08628  -0.25
C  14.97000  -14.64912  -9.06418  -0.12
C  16.15502  -8.84851  -13.93890  -0.09
C  19.38530  -8.74066  -8.61875  -0.04
C  13.02375  -7.48204  -8.86553  -0.04
C  19.52546  -9.78874  -7.73789  -0.01
C  11.90898  -7.32169  -9.66013  -0.03
C  11.08975  -14.47858  -14.63769  0.03
C  18.07242  -9.96560  -12.89275  -0.14
C  15.18503  -15.13567  -13.09073  -0.27
C  15.16877  -14.74045  -7.69175  0.01
C  18.32193  -8.70619  -9.50688  -0.07
C  16.94914  -8.50897  -15.02585  -0.02
C  14.02056  -8.31774  -9.28736  -0.14
C  14.15072  -16.06862  -12.87658  -0.18
C  9.66708  -11.86386  -9.50245  0.04
C  17.54186  -10.86583  -8.57906  -0.16
C  12.97107  -13.96023  -7.41747  0.06
C  10.78762  -12.32789  -8.79815  0.04
C  12.48048  -14.54592  -14.00522  -0.20
C  14.05129  -8.77085  -10.61819  -0.33
C  12.91579  -13.66883  -8.79348  -0.16
C  13.00267  -8.51656  -11.49999  -0.10
C  11.89293  -7.84620  -10.93687  -0.05
C  18.29987  -8.87587  -15.02582  -0.01
C  16.02724  -12.98789  -14.08172  -0.06
H  8.83955  -11.55874  -8.90911  0.14
H  16.88821  -12.95220  -13.39997  0.06
H  10.97037  -13.48183  -15.05157  0.08
H  15.19350  -17.13534  -11.18966  0.09
H  16.31029  -13.41227  -15.03248  0.13
H  13.55190  -17.64678  -11.49329  0.09
H  18.45800  -10.69413  -12.10369  0.13
H  15.11411  -8.53388  -13.95141  0.10
H  13.92117  -11.49299  -14.38429  0.06
H  10.99128  -15.18098  -15.42322  0.11
H  16.76949  -16.56030  -12.99301  0.13
H  11.00159  -6.80955  -9.36961  0.13
H  16.79160  -11.69154  -8.46756  0.09
H  8.77823  -11.65314  -11.48024  0.14
H  16.13957  -15.01101  -7.32729  0.13
H  17.35688  -14.93153  -13.41969  0.10
H  15.68725  -11.95344  -14.29430  0.07
H  13.07128  -7.03847  -7.85200  0.15
H  13.45986  -12.30701  -15.84463  0.15
H  11.96889  -17.60358  -12.49051  0.09
H  14.26365  -14.44607  -5.75282  0.16
H  16.57783  -7.90527  -15.83348  0.13
H  11.04159  -7.66857  -11.57751  0.12
H  13.01896  -8.71846  -12.54315  0.09
H  11.90287  -17.56958  -14.14454  0.15
H  20.35981  -9.78827  -7.08164  0.12
H  20.11313  -7.95590  -8.59516  0.13
H  19.87745  -9.87593  -14.05784  0.14
H  10.80922  -16.55686  -13.29161  0.06
H  14.87485  -18.12363  -12.58700  0.12
H  16.85221  -15.26984  -11.70924  0.09
H  18.19194  -7.84140  -10.12765  0.11
H  14.82966  -8.54475  -8.60420  0.10
H  18.66372  -11.53833  -6.88130  0.12
H  10.82755  -12.32806  -7.71942  0.13
H  10.31952  -14.58177  -13.84933  0.10
H  12.24259  -11.92058  -14.57954  0.10
H  12.13949  -13.73812  -6.76222  0.14
H  18.86034  -8.46156  -15.82549  0.13
H  10.90759  -12.18147  -12.60033  0.11
H  15.70937  -15.06918  -9.72171  0.10

As for the net charge: +4. Its multiplicity is 4. For the energy above the lowest of the compared OMol25 structures with the same formula, charge and spin, the calculation gives 0.0 kcal/mol. The gap between HOMO and LUMO (spin up / spin down) comes out at 6.56 / 4.62 eV.

=====

DFT (ωB97M-V/def2-TZVPD) results for a structure of composition C40H41I2N4PdS3Sb.

Last column: Löwdin charge in e.
Atoms and positions in Å:
I  5.31812  0.41995  -2.50515  0.76
I  2.75772  2.27945  -3.99195  0.73
Sb  1.71202  -2.72995  -2.68825  1.21
Pd  2.65512  -0.19965  -2.57105  -0.25
S  -0.97268  0.46185  0.94785  0.84
S  -0.94908  0.27605  -1.87435  0.70
S  1.87922  0.58115  0.93825  0.76
N  0.34252  1.23555  1.16835  -0.35
N  2.53032  0.66435  -0.35135  -0.30
N  -1.30258  -0.32985  -0.32815  -0.36
N  0.40642  0.28185  -2.36195  -0.34
C  -0.94568  2.97495  -1.46925  -0.08
C  -3.55168  1.22785  1.04905  -0.07
C  -1.97428  2.97355  1.61715  -0.06
C  1.64362  -1.05625  1.70715  -0.29
C  2.16622  2.09045  3.29025  -0.09
C  -2.12708  -0.69845  -2.85065  -0.32
C  -4.59578  2.11465  1.20805  -0.06
C  -3.11058  2.06745  -2.01895  -0.07
C  -1.97618  -0.59565  -4.22225  -0.06
C  -1.76068  1.90315  -1.78105  -0.30
C  -3.10228  -1.50015  -2.29385  -0.08
C  -2.83558  -1.28875  -5.05405  -0.06
C  2.79112  1.48895  2.21615  -0.31
C  -2.25128  1.67165  1.23815  -0.30
C  -4.33048  3.43175  1.56185  -0.07
C  2.82722  -2.07355  -4.45205  -0.35
C  -1.33788  -0.67475  2.28145  -0.30
C  4.11802  2.21525  -2.33555  -1.09
C  -1.48098  -1.07485  4.63235  -0.06
C  4.16522  1.54865  2.05735  -0.06
C  2.93592  2.72825  4.24845  -0.07
C  4.31582  2.76605  4.11385  -0.08
C  -2.85278  4.41885  -1.61385  -0.08
C  1.08032  -2.03125  0.90855  -0.14
C  2.01972  -4.84605  -3.02405  -0.39
C  -2.13908  -2.78105  3.06355  -0.06
C  3.43732  -2.68485  -1.35025  -0.36
C  -3.02728  3.85655  1.77895  -0.06
C  -1.16878  -0.23145  3.58495  -0.06
C  4.93242  2.18685  3.01505  -0.06
C  -3.65598  3.33765  -1.93805  -0.07
C  0.87462  -3.30315  1.41525  -0.07
C  1.77032  -2.59465  3.52985  -0.06
C  -3.95348  -2.20435  -3.13055  -0.07
C  -1.96668  -2.34985  4.37115  -0.06
C  -1.49858  4.23875  -1.37505  -0.07
C  -1.82588  -1.94305  2.01115  -0.07
C  1.22842  -3.58485  2.72545  -0.07
C  1.98492  -1.32325  3.01895  -0.06
C  -3.82578  -2.08955  -4.50585  -0.08
H  2.97162  -5.07225  -3.48255  -0.01
H  3.47222  -1.72275  -0.82695  -0.06
H  1.08912  2.06045  3.35285  0.08
H  -3.28668  5.40585  -1.54945  0.11
H  -5.14668  4.13015  1.66265  0.11
H  4.76572  3.08425  -2.34845  -0.05
H  -2.21608  -3.00665  5.18955  0.11
H  0.10832  2.79575  -1.30775  0.10
H  -3.71518  0.19665  0.77175  0.11
H  2.73342  -0.97385  -4.54115  -0.06
H  1.08412  -4.58215  3.11755  0.11
H  2.03682  -2.81205  4.55605  0.11
H  1.96232  -5.34675  -2.06635  -0.02
H  1.22842  -5.23545  -3.64865  -0.03
H  -1.93568  -2.24615  0.98155  0.11
H  -0.94568  3.27065  1.75835  0.11
H  0.79482  -1.77865  -0.10235  0.04
H  4.60522  1.09745  1.18025  0.10
H  -5.61088  1.78245  1.05265  0.11
H  -3.18248  -1.56475  -1.21975  0.09
H  -2.83298  4.87945  2.06715  0.11
H  2.41412  -2.52075  -5.35445  -0.01
H  3.87892  -2.34725  -4.33935  -0.01
H  0.44522  -4.06955  0.78405  0.12
H  -1.18648  0.02825  -4.61205  0.12
H  -0.87018  5.07955  -1.12445  0.11
H  6.00622  2.22475  2.91385  0.11
H  -2.73878  -1.19905  -6.12475  0.11
H  2.45902  3.18085  5.10635  0.10
H  -4.70818  3.48185  -2.13375  0.11
H  3.53982  2.10025  -1.42095  -0.10
H  4.34712  -2.80865  -1.94115  -0.01
H  -0.79888  0.76875  3.75545  0.11
H  3.36162  -3.48395  -0.61395  -0.01
H  -4.72438  -2.83285  -2.70725  0.10
H  2.41362  -0.55265  3.64205  0.11
H  -4.50018  -2.62545  -5.15715  0.10
H  -3.72798  1.21545  -2.26485  0.11
H  -1.35558  -0.73875  5.65055  0.11
H  4.91302  3.25665  4.86765  0.10
H  -2.52188  -3.77145  2.86645  0.11

As for the net charge: 0. Its multiplicity is 1. The gap between HOMO and LUMO comes out at 4.76 eV.

=====

| no. | F_max (eV/Å) |
| --- | --- |
| 1 | 2.95 |
| 2 | 0.87 |